# 1
Here is a structure of composition C35H52BrClN4OPtSi2 from OMol25. Energies are from the ωB97M-V functional and the def2-TZVPD basis.

Element x y z (Å)
Pt: 0.326 0.544 -0.256
C: -2.728 -5.219 0.377
C: -2.004 -4.105 1.082
C: -2.102 -3.929 2.460
C: -1.432 -2.886 3.073
C: -0.687 -2.044 2.261
Br: 0.253 -0.595 3.043
N: -0.582 -2.169 0.959
C: -1.224 -3.190 0.393
H: -2.814 -6.094 1.020
H: -2.210 -5.521 -0.533
H: -3.739 -4.914 0.098
H: -2.696 -4.613 3.054
H: -1.483 -2.725 4.140
H: -1.096 -3.277 -0.684
C: 1.102 -1.859 -7.869
C: 0.164 -2.867 -7.185
C: 0.703 -4.273 -7.475
C: -1.215 -2.721 -7.845
C: 0.133 -2.591 -5.640
O: 1.448 -2.263 -5.183
C: -0.316 -3.779 -4.765
C: -1.681 -4.469 -4.952
C: -2.884 -3.737 -4.405
C: -3.895 -3.243 -5.223
C: -4.992 -2.583 -4.688
C: -5.089 -2.418 -3.317
Cl: -6.469 -1.609 -2.650
C: -4.102 -2.908 -2.474
C: -3.015 -3.565 -3.029
C: -0.695 -1.317 -5.364
N: -0.231 -0.586 -4.198
C: -0.450 -0.771 -2.897
N: 0.264 0.119 -2.226
C: 0.924 0.831 -3.187
N: 0.629 0.434 -4.393
H: 1.030 -1.985 -8.951
H: 2.140 -2.007 -7.577
H: 0.845 -0.825 -7.635
H: 0.845 -4.390 -8.550
H: 0.024 -5.059 -7.144
H: 1.676 -4.442 -7.005
H: -1.124 -2.959 -8.906
H: -1.596 -1.700 -7.777
H: -1.963 -3.390 -7.427
H: 2.012 -3.037 -5.277
H: -0.226 -3.443 -3.726
H: 0.450 -4.550 -4.881
H: -1.610 -5.421 -4.420
H: -1.848 -4.729 -5.994
H: -3.837 -3.378 -6.296
H: -5.776 -2.204 -5.330
H: -4.186 -2.775 -1.404
H: -2.253 -3.978 -2.377
H: -1.750 -1.552 -5.251
H: -0.582 -0.607 -6.177
H: -1.129 -1.494 -2.475
H: 1.596 1.640 -2.962
C: -3.164 -0.108 -0.822
Si: -2.881 1.446 0.220
C: -4.286 2.612 -0.284
C: -3.210 0.957 2.011
C: -1.205 2.148 -0.056
Si: -0.614 3.479 1.084
C: 0.886 4.328 0.314
C: -1.907 4.824 1.377
C: -0.089 2.880 2.794
H: -4.180 -0.490 -0.689
H: -2.455 -0.890 -0.536
H: -3.032 0.108 -1.888
H: -5.265 2.128 -0.219
H: -4.149 2.945 -1.318
H: -4.311 3.504 0.347
H: -4.216 0.540 2.113
H: -3.140 1.819 2.680
H: -2.498 0.206 2.362
H: -1.196 2.595 -1.061
H: 0.621 4.770 -0.651
H: 1.689 3.606 0.137
H: 1.282 5.126 0.950
H: -2.304 5.198 0.430
H: -1.477 5.669 1.922
H: -2.750 4.446 1.963
H: 0.833 2.292 2.745
H: -0.854 2.262 3.268
H: 0.104 3.736 3.447
C: 4.802 -1.193 0.008
C: 4.284 -0.206 0.834
C: 2.970 0.214 0.669
C: 2.142 -0.336 -0.309
C: 2.682 -1.320 -1.138
C: 3.996 -1.744 -0.980
H: 5.826 -1.525 0.128
H: 4.903 0.241 1.604
H: 2.582 1.002 1.316
H: 2.085 -1.773 -1.924
H: 4.394 -2.513 -1.632

Properties
E_LUMO   0.19 eV
Total charge   0
Spin multiplicity   1
Energy relative to the best compared isomer or geometry (same formula, charge and spin)   41.32 kcal per mole
M   911.435 g mol⁻¹

Atomic partial charges in e from the Mulliken method, atoms 1 to 6:
1. Pt 1.661
2. C -1.377
3. C 0.687
4. C -0.657
5. C -0.489
6. C -0.230

# 2
Here is a structure of composition C35H52BrCuN3OP2 from OMol25. Energies are from the ωB97M-V functional and the def2-TZVPD basis.

Element x y z (Å)
C: 2.219 1.491 -9.384
C: 1.710 2.414 -8.437
C: 1.484 3.738 -8.890
C: 1.770 4.057 -10.221
N: 2.253 3.182 -11.120
C: 2.467 1.926 -10.690
C: 1.438 2.030 -7.096
C: 1.203 1.698 -5.936
C: 0.931 1.314 -4.593
C: 0.272 0.092 -4.304
C: 0.006 -0.279 -2.982
C: 0.384 0.542 -1.893
C: 1.042 1.759 -2.190
C: 1.311 2.143 -3.507
Cu: 0.000 0.000 0.000
P: -2.284 0.342 -0.327
H: 1.092 4.494 -8.204
H: 2.413 0.455 -9.092
H: 1.600 5.080 -10.585
H: 2.862 1.220 -11.434
H: 1.820 3.090 -3.714
H: -0.027 -0.559 -5.133
H: 1.349 2.422 -1.373
H: -0.505 -1.230 -2.794
C: -3.070 0.412 1.358
C: -4.509 0.923 1.502
H: -2.384 1.047 1.947
H: -2.942 -0.609 1.760
H: -4.895 0.664 2.504
H: -4.560 2.021 1.403
H: -5.189 0.480 0.758
C: -2.764 1.899 -1.222
C: -3.648 1.795 -2.472
H: -1.804 2.382 -1.478
H: -3.220 2.554 -0.456
H: -3.762 2.794 -2.930
H: -3.192 1.137 -3.231
H: -4.656 1.411 -2.249
C: -3.043 -1.071 -1.268
C: -4.535 -1.371 -1.080
H: -2.443 -1.943 -0.952
H: -2.798 -0.880 -2.330
H: -4.830 -2.206 -1.740
H: -4.746 -1.683 -0.043
H: -5.180 -0.510 -1.320
Br: -0.486 -0.687 2.400
P: -0.316 6.200 0.657
C: -1.928 5.265 0.384
C: -3.098 5.772 1.239
H: -1.757 4.182 0.542
H: -2.177 5.393 -0.686
H: -4.067 5.458 0.810
H: -3.050 5.386 2.272
H: -3.092 6.875 1.299
C: 0.685 4.915 1.595
C: 1.795 5.500 2.478
H: 1.129 4.261 0.820
H: 0.001 4.281 2.195
H: 2.057 4.802 3.294
H: 2.709 5.697 1.891
H: 1.483 6.450 2.944
C: 0.462 5.932 -1.032
C: 0.349 7.154 -1.953
H: 0.016 5.036 -1.509
H: 1.527 5.697 -0.847
H: 1.114 7.122 -2.750
H: -0.639 7.202 -2.446
H: 0.484 8.091 -1.385
C: -0.090 -7.489 2.341
C: 0.941 -6.699 3.143
N: 1.101 -5.341 2.615
C: 0.723 -4.224 3.488
C: 1.958 -3.471 3.996
C: 1.708 -5.160 1.381
O: 2.198 -6.127 0.810
C: 1.908 -3.830 0.733
C: 3.200 -3.517 0.281
C: 3.476 -2.260 -0.240
C: 2.455 -1.321 -0.323
N: 1.183 -1.628 0.059
C: 0.889 -2.858 0.582
H: -1.073 -6.974 2.388
H: -0.196 -8.504 2.777
H: 0.215 -7.593 1.281
H: 0.589 -6.690 4.198
H: 1.921 -7.224 3.144
H: 0.008 -3.550 2.995
H: 0.198 -4.589 4.396
H: 2.535 -3.009 3.172
H: 1.644 -2.665 4.694
H: 2.623 -4.170 4.549
H: 4.010 -4.229 0.382
H: 4.482 -2.002 -0.545
H: 2.684 -0.326 -0.684
H: -0.118 -3.063 0.905

Properties
E_LUMO (spin up / spin down)   -7.58 / -9.86 eV
Total charge   +2
Spin multiplicity   2
<S²>   0.752
M   736.219 g mol⁻¹

Atomic partial charges in e from the Mulliken method, atoms 1 to 6:
1. C -0.449
2. C 0.589
3. C -0.449
4. C -0.293
5. N -0.557
6. C -0.301

# 3
Here is a structure of composition C35H52ClPPt from OMol25. Energies are from the ωB97M-V functional and the def2-TZVPD basis.

Element x y z (Å)
Pt: -0.082 -0.923 2.172
Cl: 1.853 -1.505 3.405
P: -0.336 0.089 -0.751
C: -1.295 -0.154 0.773
H: -2.204 -0.750 0.590
H: -1.617 0.816 1.179
C: 1.522 0.165 -0.914
C: -1.110 1.762 -0.946
C: 2.041 0.350 -2.356
H: 1.723 1.086 -0.342
C: 3.527 0.696 -2.399
H: 1.885 -0.587 -2.910
H: 1.470 1.126 -2.876
C: 4.403 -0.295 -1.635
H: 3.840 0.724 -3.445
H: 3.684 1.705 -2.000
C: 3.836 -0.608 -0.245
H: 4.506 -1.228 -2.205
H: 5.418 0.102 -1.533
C: 2.342 -0.989 -0.300
H: 4.402 -1.425 0.224
H: 3.952 0.274 0.403
H: 2.242 -1.887 -0.933
H: 1.989 -1.278 0.713
C: -0.978 -1.060 -2.023
C: -2.606 1.645 -1.300
H: -1.048 2.203 0.064
C: -3.266 3.017 -1.144
H: -2.725 1.301 -2.337
H: -3.127 0.909 -0.670
C: -2.556 4.055 -2.014
H: -4.326 2.951 -1.412
H: -3.224 3.314 -0.087
C: -1.034 4.103 -1.811
H: -2.767 3.841 -3.069
H: -2.973 5.044 -1.813
C: -0.344 2.732 -1.827
H: -0.569 4.728 -2.580
H: -0.820 4.563 -0.836
H: -0.264 2.336 -2.850
H: 0.681 2.835 -1.437
C: -0.194 -2.372 -2.118
H: -2.017 -1.311 -1.745
C: -0.916 -3.337 -3.059
H: 0.810 -2.159 -2.511
H: -0.064 -2.840 -1.135
C: -1.168 -2.711 -4.439
H: -0.326 -4.256 -3.159
H: -1.876 -3.614 -2.601
C: -1.761 -1.297 -4.363
H: -0.216 -2.672 -4.987
H: -1.840 -3.355 -5.014
C: -0.962 -0.417 -3.411
H: -1.780 -0.830 -5.352
H: -2.797 -1.346 -4.000
H: 0.079 -0.351 -3.749
H: -1.352 0.605 -3.400
C: -0.163 -2.949 1.418
C: -1.562 -2.888 1.128
H: 0.510 -2.928 0.555
C: -2.588 -3.105 2.158
H: -1.875 -2.760 0.094
C: -1.928 -3.298 3.548
H: -3.304 -2.264 2.205
H: -3.185 -3.999 1.920
C: -0.806 -4.339 3.477
H: -1.492 -2.348 3.891
H: -2.683 -3.589 4.284
C: 0.260 -4.021 2.413
H: -0.311 -4.405 4.449
H: -1.222 -5.344 3.290
H: 1.203 -3.726 2.885
H: 0.476 -4.928 1.837
C: 3.287 3.512 2.975
C: 3.236 2.392 2.116
C: 2.135 1.548 2.175
C: 1.055 1.777 3.051
C: -0.086 0.928 3.151
C: -1.215 1.336 3.834
C: -1.177 2.523 4.612
C: -0.021 3.273 4.685
C: 1.095 2.946 3.886
C: 2.239 3.772 3.844
H: 4.158 4.171 2.930
H: 4.055 2.178 1.421
H: 2.092 0.639 1.567
H: -2.110 0.729 3.758
H: -2.062 2.837 5.159
H: 0.054 4.160 5.317
H: 2.267 4.646 4.488

Properties
E_LUMO (spin up / spin down)   0.36 / -2.01 eV
Total charge   0
Spin multiplicity   5
Energy relative to the best compared isomer or geometry (same formula, charge and spin)   0.00 kcal per mole
<S²>   6.047
M   734.306 g mol⁻¹

Atomic partial charges in e from the Mulliken method, atoms 1 to 6:
1. Pt 0.859
2. Cl -0.500
3. P -0.178
4. C -2.568
5. H 0.535
6. H 1.661

# 4
Here is a structure of composition C35H52OsP4S from OMol25. Energies are from the ωB97M-V functional and the def2-TZVPD basis.

Element x y z (Å)
Os: -0.684 -0.280 0.547
P: -0.928 -0.612 2.758
P: 1.408 0.588 0.516
P: -1.864 -2.026 -0.583
H: 4.161 -0.441 -2.228
C: 3.666 -1.343 -2.603
C: 2.638 -1.282 -3.469
H: 2.247 -0.328 -3.839
C: 0.525 -1.344 3.592
C: -1.278 0.895 3.749
C: -2.283 -1.734 3.252
C: 1.905 1.243 -1.108
C: 1.644 2.031 1.623
C: 2.813 -0.491 0.947
C: -0.926 -2.349 -2.123
C: -3.551 -1.706 -1.246
C: -2.135 -3.681 0.176
H: 4.120 -2.294 -2.307
H: 2.216 -2.180 -3.933
H: 0.176 -1.868 4.492
H: 1.233 -0.556 3.881
H: 1.023 -2.067 2.931
H: -2.252 0.784 4.244
H: -1.312 1.788 3.115
H: -0.496 1.032 4.509
H: -1.947 -2.344 4.102
H: -2.565 -2.400 2.429
H: -3.159 -1.146 3.554
H: 2.812 1.850 -0.982
H: 1.123 1.890 -1.523
H: 2.126 0.429 -1.810
H: 2.653 2.435 1.459
H: 1.546 1.735 2.675
H: 0.907 2.813 1.396
H: 3.754 0.004 0.668
H: 2.734 -1.447 0.409
H: 2.819 -0.699 2.023
H: -0.932 -3.424 -2.337
H: 0.115 -2.021 -2.014
H: -1.378 -1.802 -2.958
H: -4.083 -2.662 -1.344
H: -3.493 -1.225 -2.229
H: -4.123 -1.056 -0.576
H: -1.685 -4.457 -0.454
H: -3.215 -3.868 0.253
H: -1.687 -3.759 1.171
C: 1.574 -4.585 -0.570
C: 1.502 -5.929 -0.119
C: 1.978 -6.959 -0.919
C: 2.531 -6.673 -2.175
C: 2.623 -5.348 -2.626
C: 2.176 -4.309 -1.824
S: 0.934 -3.342 0.378
H: -1.145 1.138 1.201
H: 1.061 -6.112 0.859
H: 1.913 -7.987 -0.562
H: 2.893 -7.482 -2.810
H: 3.047 -5.121 -3.605
H: 2.277 -3.269 -2.132
C: -5.930 2.206 1.765
C: -5.280 0.978 1.913
C: -4.116 0.710 1.187
C: -3.568 1.678 0.330
C: -4.238 2.905 0.176
C: -5.409 3.166 0.892
P: -1.961 1.348 -0.523
C: -2.440 1.187 -2.276
C: -1.473 0.766 -3.209
C: -1.821 0.571 -4.548
C: -3.133 0.807 -4.973
C: -4.090 1.252 -4.058
C: -3.748 1.446 -2.718
C: -1.270 3.060 -0.535
C: -0.656 3.608 -1.672
C: -0.040 4.861 -1.608
C: -0.035 5.585 -0.412
C: -0.667 5.060 0.719
C: -1.295 3.813 0.655
H: -6.841 2.413 2.331
H: -5.670 0.217 2.593
H: -3.616 -0.256 1.313
H: -3.842 3.663 -0.504
H: -5.907 4.130 0.773
H: -0.444 0.585 -2.883
H: -1.061 0.237 -5.257
H: -3.407 0.645 -6.017
H: -5.113 1.454 -4.381
H: -4.507 1.789 -2.015
H: -0.671 3.065 -2.618
H: 0.437 5.268 -2.501
H: 0.457 6.558 -0.360
H: -0.686 5.624 1.654
H: -1.827 3.435 1.533

Properties
E_LUMO (spin up / spin down)   -13.28 / -14.90 eV
Total charge   +4
Spin multiplicity   5
Energy relative to the best compared isomer or geometry (same formula, charge and spin)   28.71 kcal per mole
<S²>   6.033
M   818.994 g mol⁻¹

Atomic partial charges in e from the Mulliken method, atoms 1 to 6:
1. Os 0.039
2. P 1.510
3. P 1.067
4. P 1.292
5. H 0.401
6. C -0.493

# 5
Here is a structure of composition C35H53AsN4OP2STa from OMol25. Energies are from the ωB97M-V functional and the def2-TZVPD basis.

Element x y z (Å)
Ta: -0.053 -0.012 -0.521
C: -0.881 4.721 2.226
C: -1.174 3.817 1.019
C: -0.952 4.551 -0.310
P: -0.280 2.177 1.123
C: -0.511 1.495 2.842
C: -1.994 1.553 3.222
C: 0.399 2.129 3.893
C: 1.502 2.441 0.865
C: 2.181 3.656 0.779
C: 3.534 3.674 0.482
C: 4.214 2.486 0.230
C: 3.560 1.271 0.328
C: 2.209 1.245 0.673
N: 1.491 0.023 0.822
C: 2.025 -0.915 1.738
C: 3.070 -0.627 2.624
C: 3.586 -1.613 3.447
C: 3.070 -2.901 3.425
C: 1.982 -3.173 2.613
C: 1.456 -2.188 1.783
P: -0.114 -2.431 0.917
C: -1.219 -2.809 2.408
C: -2.502 -1.976 2.436
C: -1.523 -4.292 2.617
C: 0.199 -3.947 -0.093
C: 1.324 -3.637 -1.095
C: -1.085 -4.453 -0.749
H: -1.288 5.708 2.006
H: 0.178 4.845 2.441
H: -1.372 4.368 3.129
H: -2.231 3.537 1.081
H: 0.101 4.628 -0.581
H: -1.343 5.564 -0.219
H: -1.485 4.078 -1.127
H: -0.217 0.444 2.742
H: -2.305 2.569 3.460
H: -2.168 0.945 4.110
H: -2.640 1.176 2.424
H: 0.187 3.185 4.045
H: 1.452 2.022 3.633
H: 0.236 1.622 4.845
H: 1.671 4.591 0.953
H: 4.062 4.617 0.446
H: 5.264 2.505 -0.033
H: 4.081 0.337 0.160
H: 3.488 0.367 2.684
H: 4.397 -1.372 4.120
H: 3.491 -3.674 4.053
H: 1.537 -4.160 2.636
H: -0.584 -2.473 3.228
H: -3.255 -2.373 1.756
H: -2.316 -0.927 2.197
H: -2.924 -2.020 3.441
H: -2.307 -4.646 1.950
H: -1.886 -4.420 3.637
H: -0.648 -4.931 2.505
H: 0.556 -4.709 0.602
H: 1.310 -2.594 -1.436
H: 1.234 -4.277 -1.973
H: 2.303 -3.822 -0.654
H: -1.545 -3.674 -1.358
H: -1.804 -4.801 -0.009
H: -0.861 -5.301 -1.396
O: 1.617 0.221 -1.772
N: 1.852 1.181 -2.672
C: 3.091 1.271 -3.197
C: 3.362 2.221 -4.142
C: 2.342 3.084 -4.557
C: 1.088 2.978 -3.996
C: 0.847 2.008 -3.023
S: -0.663 1.784 -2.239
H: 3.808 0.551 -2.829
H: 4.357 2.291 -4.556
H: 2.539 3.827 -5.319
H: 0.276 3.630 -4.287
C: -1.501 -3.164 -3.653
As: -0.951 -1.369 -3.037
C: 0.466 -1.124 -4.359
C: -2.441 -0.401 -3.866
H: -1.677 -3.060 -4.722
H: -2.425 -3.489 -3.178
H: -0.719 -3.902 -3.492
H: 0.186 -1.660 -5.264
H: 1.413 -1.522 -3.997
H: 0.587 -0.073 -4.613
H: -3.157 -1.121 -4.258
H: -2.061 0.197 -4.692
H: -2.949 0.258 -3.166
N: -3.303 -1.249 -0.535
C: -4.597 -0.900 -0.589
C: -4.655 0.474 -0.484
C: -3.328 0.877 -0.363
N: -2.506 -0.178 -0.380
H: -2.926 -2.182 -0.542
H: -5.383 -1.632 -0.683
H: -5.535 1.094 -0.498
H: -2.936 1.878 -0.280

Properties
E_LUMO   -9.50 eV
Total charge   +3
Spin multiplicity   1
Energy relative to the best compared isomer or geometry (same formula, charge and spin)   12.08 kcal per mole
M   895.721 g mol⁻¹

Atomic partial charges in e from the Mulliken method, atoms 1 to 6:
1. Ta 0.808
2. C -1.535
3. C 0.432
4. C -1.341
5. P 2.220
6. C 1.717